# 1
{"formula": "C44H114N8O14", "method": "ωB97M-V/def2-TZVPD", "species": ["C", "C", "C", "O", "C", "N", "H", "H", "H", "H", "H", "H", "H", "H", "H", "H", "H", "C", "C", "C", "O", "C", "N", "H", "H", "H", "H", "H", "H", "H", "H", "H", "H", "H", "C", "C", "C", "O", "C", "N", "H", "H", "H", "H", "H", "H", "H", "H", "H", "H", "H", "C", "C", "O", "H", "H", "H", "H", "H", "H", "C", "O", "C", "C", "N", "C", "C", "O", "C", "H", "H", "H", "H", "H", "H", "H", "H", "H", "H", "H", "H", "H", "H", "H", "C", "O", "C", "C", "N", "C", "C", "O", "C", "H", "H", "H", "H", "H", "H", "H", "H", "H", "H", "H", "H", "H", "H", "H", "C", "O", "C", "C", "N", "C", "C", "O", "C", "H", "H", "H", "H", "H", "H", "H", "H", "H", "H", "H", "H", "H", "H", "H", "C", "O", "C", "C", "N", "C", "C", "O", "C", "H", "H", "H", "H", "H", "H", "H", "H", "H", "H", "H", "H", "H", "H", "H", "C", "O", "C", "C", "N", "C", "C", "O", "C", "H", "H", "H", "H", "H", "H", "H", "H", "H", "H", "H", "H", "H", "H", "H"], "positions_angstrom": [[-6.1648, 0.3676, -1.4040], [-4.7134, 0.6704, -1.0644], [-4.5808, 1.6616, 0.0788], [-5.1449, 3.0031, -0.1902], [-5.2674, 3.7329, 1.0465], [-4.2519, -0.6794, -0.6248], [-6.3104, -0.1300, -2.3628], [-6.6214, 1.3526, -1.3061], [-6.7621, -0.1700, -0.6677], [-4.2108, 0.8750, -2.0098], [-3.5253, 1.8178, 0.3016], [-5.1021, 1.2258, 0.9311], [-5.7345, 4.7023, 0.8727], [-4.2715, 3.8736, 1.4665], [-6.0084, 3.3362, 1.7406], [-3.2429, -0.6379, -0.6431], [-4.4537, -1.3642, -1.3392], [-3.8673, 0.4744, -4.5647], [-2.3411, 0.4342, -4.8543], [-1.4415, 0.9573, -3.7256], [-0.2025, 1.3452, -4.2113], [0.6851, 1.5161, -3.1128], [-1.9609, -0.8746, -5.3703], [-4.3016, 1.3550, -4.0915], [-4.1932, -0.4359, -4.0614], [-4.4282, 0.4873, -5.4993], [-2.2281, 1.1066, -5.7047], [-1.3481, 0.1827, -2.9645], [-1.8502, 1.7939, -3.1590], [1.5283, 2.0678, -3.5284], [0.9817, 0.5203, -2.7833], [0.3341, 2.0886, -2.2542], [-1.9573, -1.5309, -4.6026], [-1.0369, -0.8019, -5.7715], [0.8717, -1.7753, -7.9839], [1.0317, -1.1976, -6.5845], [2.3529, -1.4838, -5.8569], [2.3153, -0.7158, -4.6442], [3.5279, -0.7015, -3.9733], [0.8346, 0.1793, -6.8123], [-0.1269, -1.5966, -8.3827], [1.1033, -2.8329, -8.1096], [1.6229, -1.3749, -8.6647], [0.2178, -1.6447, -6.0138], [3.1256, -1.1709, -6.5592], [2.4931, -2.5460, -5.6566], [4.0565, -1.6537, -3.9298], [3.1575, -0.6139, -2.9519], [4.2415, 0.0215, -4.3686], [0.4435, 0.5401, -5.9539], [1.7737, 0.5397, -6.9029], [-1.2812, 2.0385, 4.4780], [-0.0277, 2.0583, 5.2497], [-0.1000, 3.1288, 6.2017], [-1.4359, 3.0816, 4.2023], [-2.2408, 1.7670, 4.9181], [-1.0804, 1.2677, 3.7340], [0.7692, 2.3642, 4.5719], [0.1625, 1.0984, 5.7297], [-0.8928, 3.1011, 6.7422], [1.1374, -6.0786, 5.5086], [1.5478, -6.4023, 4.1075], [2.2924, -5.3182, 3.5033], [2.8402, -5.7305, 2.0562], [1.9867, -6.2587, 0.9983], [0.9125, -5.2504, 0.8906], [-0.4048, -5.6678, 1.5368], [-1.3521, -4.6792, 1.1222], [-2.6125, -4.7791, 1.6861], [0.8299, -7.0429, 5.9131], [0.3270, -5.3611, 5.6366], [1.9917, -5.7284, 6.0879], [3.0564, -4.8414, 4.1174], [1.7689, -4.3622, 3.4927], [3.7469, -6.3314, 2.1258], [3.2689, -4.8310, 1.6144], [1.6376, -7.1307, 1.3698], [0.6006, -5.1482, -0.1488], [1.2508, -4.2592, 1.1925], [-0.3550, -5.8622, 2.6081], [-0.7931, -6.5843, 1.0925], [-2.9837, -5.7275, 1.2977], [-3.3641, -4.1326, 1.2330], [-2.6730, -4.8037, 2.7742], [0.8928, 4.1528, 1.7131], [1.4123, 5.3781, 2.2445], [2.1005, 5.3303, 3.5279], [3.2618, 6.4011, 3.4274], [2.8058, 7.5845, 2.8697], [1.9454, 8.2762, 3.8078], [1.5046, 9.7069, 3.3598], [2.0029, 10.8760, 4.0669], [3.3694, 11.1109, 3.7827], [1.6736, 3.4033, 1.5842], [0.3116, 4.2379, 0.7949], [0.1805, 3.7299, 2.4215], [2.5473, 4.3540, 3.7161], [1.4033, 5.6883, 4.2854], [4.0133, 6.0967, 2.6989], [3.7125, 6.7304, 4.3636], [2.3137, 7.3583, 2.0173], [2.1873, 8.2842, 4.8706], [1.0075, 7.7236, 3.7518], [0.4182, 9.7675, 3.4243], [1.8768, 9.9033, 2.3544], [3.7216, 12.0514, 4.2065], [3.7061, 11.1708, 2.7477], [3.9029, 10.3738, 4.3828], [2.1092, -1.3877, 4.2498], [3.2892, -0.8733, 3.5555], [4.3869, -0.5225, 4.3400], [4.8320, 0.8986, 3.9131], [5.6959, 1.5033, 4.8823], [5.5088, 2.9680, 4.8327], [6.6105, 3.7375, 5.7448], [7.9121, 3.5952, 5.2365], [8.9607, 4.0987, 6.0916], [2.2112, -2.4222, 4.5776], [1.2967, -1.4604, 3.5269], [1.9127, -0.7257, 5.0932], [5.1813, -1.2658, 4.4081], [4.1362, -0.4548, 5.3986], [3.8554, 1.3756, 3.9948], [5.1873, 0.9582, 2.8844], [6.6946, 1.4663, 4.7365], [4.5683, 3.3054, 5.2682], [5.5558, 3.2807, 3.7896], [6.4204, 3.4132, 6.7679], [6.4387, 4.8117, 5.6768], [8.6025, 4.0006, 7.1164], [8.9261, 5.1741, 5.9175], [9.9869, 3.7636, 5.9409], [2.4680, 0.7331, 0.4275], [1.0466, 0.6493, 0.0809], [0.2910, 0.0442, 1.1647], [-1.1656, -0.0053, 0.7713], [-1.5189, -0.6028, -0.5157], [-1.1798, -2.0129, -0.5944], [-1.7221, -2.7297, -1.8710], [-0.8961, -2.5462, -3.0458], [0.4051, -3.1427, -2.8482], [2.9349, -0.2044, 0.7296], [2.7810, 1.4080, 1.2241], [2.9450, 1.0813, -0.4887], [0.4946, 0.6263, 2.0636], [0.5187, -1.0187, 1.2447], [-1.5371, 1.0193, 0.7882], [-1.7627, -0.4398, 1.5731], [-0.7998, -0.1982, -1.0981], [-1.6793, -2.5658, 0.2012], [-0.1006, -2.1051, -0.4728], [-2.7253, -2.3604, -2.0838], [-1.8839, -3.8005, -1.7473], [1.1577, -2.4606, -2.4527], [0.9926, -3.3528, -3.7419], [0.3770, -4.0530, -2.2493], [-2.2934, -4.1379, -6.7493], [-2.9171, -5.3328, -6.3893], [-2.6204, -5.7797, -4.9910], [-3.4143, -5.0113, -3.9203], [-4.8281, -5.2360, -4.0242], [-5.7830, -4.6268, -3.0855], [-6.0610, -3.1401, -3.3696], [-7.0555, -2.9014, -4.3992], [-7.1128, -1.4946, -4.8330], [-2.8652, -3.3726, -6.2243], [-2.1029, -4.0663, -7.8201], [-1.2549, -4.0735, -6.4247], [-1.5401, -5.9103, -4.9272], [-3.0015, -6.7962, -5.0890], [-3.1196, -3.9712, -3.7807], [-3.1665, -5.5656, -3.0150], [-5.1891, -4.9954, -4.9362], [-5.1996, -4.5838, -2.1658], [-6.7792, -5.0469, -3.2242], [-5.1607, -2.5531, -3.5511], [-6.4372, -2.8940, -2.3766], [-6.2380, -1.0275, -5.2855], [-7.5835, -0.8728, -4.0715], [-7.8482, -1.3929, -5.6312]], "lowdin_spin": [0.001, 0.001, 0.002, 0.001, 0.006, 0.001, 0.000, 0.000, 0.000, 0.000, 0.001, 0.003, 0.000, 0.002, 0.001, 0.000, 0.000, 0.000, 0.000, 0.000, 0.001, 0.001, 0.000, 0.000, 0.000, 0.000, 0.000, 0.000, 0.000, 0.001, 0.000, 0.001, 0.000, 0.000, 0.000, 0.000, 0.001, 0.001, 0.009, 0.000, 0.000, 0.000, 0.000, 0.000, 0.000, 0.001, 0.003, 0.002, 0.001, 0.000, 0.000, 0.062, 0.051, 0.027, 0.003, 0.018, 0.011, 0.002, 0.030, 0.007, 0.077, 0.008, 0.020, 0.011, 0.001, 0.010, 0.014, 0.017, 0.049, 0.007, 0.043, 0.017, 0.010, 0.011, 0.001, 0.006, 0.000, 0.001, 0.005, 0.004, 0.002, 0.003, 0.004, 0.024, 0.007, 0.002, 0.004, 0.002, 0.000, 0.002, 0.000, 0.000, 0.000, 0.001, 0.002, 0.001, 0.001, 0.002, 0.001, 0.001, 0.000, 0.001, 0.001, 0.000, 0.000, 0.000, 0.000, 0.000, 0.099, 0.012, 0.023, 0.008, 0.001, 0.004, 0.004, 0.001, 0.001, 0.020, 0.035, 0.025, 0.006, 0.009, 0.002, 0.002, 0.001, 0.003, 0.001, 0.001, 0.000, 0.000, 0.000, 0.000, 0.010, 0.003, 0.011, 0.014, 0.001, 0.003, 0.001, 0.001, 0.005, 0.005, 0.001, 0.002, 0.004, 0.008, 0.001, 0.024, 0.000, 0.001, 0.002, 0.000, 0.001, 0.002, 0.001, 0.001, 0.000, 0.000, 0.001, 0.001, 0.000, 0.002, 0.000, 0.000, 0.000, 0.000, 0.000, 0.000, 0.001, 0.000, 0.000, 0.002, 0.000, 0.001, 0.000, 0.000, 0.000, 0.000, 0.000, 0.000], "homo_energy_ev": [0.39, -6.92], "spin_multiplicity": 2, "total_charge": -1, "homo_lumo_gap_ev": [1.70, 8.93], "lumo_ev": [2.08, 2.01]}



# 2
{"formula": "C44H120N8O12", "method": "ωB97M-V/def2-TZVPD", "species": ["C", "O", "C", "C", "C", "N", "H", "H", "H", "H", "H", "H", "H", "H", "H", "H", "H", "C", "O", "C", "C", "C", "N", "H", "H", "H", "H", "H", "H", "H", "H", "H", "H", "H", "C", "O", "C", "C", "C", "N", "H", "H", "H", "H", "H", "H", "H", "H", "H", "H", "H", "C", "O", "C", "C", "C", "N", "H", "H", "H", "H", "H", "H", "H", "H", "H", "H", "H", "C", "O", "C", "C", "C", "N", "H", "H", "H", "H", "H", "H", "H", "H", "H", "H", "H", "C", "O", "C", "C", "C", "N", "H", "H", "H", "H", "H", "H", "H", "H", "H", "H", "H", "C", "O", "C", "C", "C", "N", "H", "H", "H", "H", "H", "H", "H", "H", "H", "H", "H", "C", "O", "C", "C", "C", "N", "H", "H", "H", "H", "H", "H", "H", "H", "H", "H", "H", "C", "C", "C", "O", "H", "H", "H", "H", "H", "H", "H", "H", "C", "C", "C", "O", "H", "H", "H", "H", "H", "H", "H", "H", "C", "C", "C", "O", "H", "H", "H", "H", "H", "H", "H", "H", "C", "C", "C", "O", "H", "H", "H", "H", "H", "H", "H", "H"], "positions_angstrom": [[-3.4947, 2.2450, -6.2488], [-2.2072, 1.7545, -5.8583], [-1.7730, 0.6354, -6.5989], [-2.4885, -0.6971, -6.2126], [-2.3452, -0.9383, -4.7269], [-1.9912, -1.7957, -7.0134], [-3.5164, 2.5393, -7.3074], [-3.6798, 3.1090, -5.5747], [-4.2646, 1.4635, -5.9658], [-1.8716, 0.8287, -7.6706], [-0.6769, 0.4849, -6.4525], [-3.5338, -0.4176, -6.3399], [-2.4772, -0.0488, -4.0988], [-1.3767, -1.3111, -4.4355], [-3.0831, -1.6240, -4.4089], [-2.3136, -1.7853, -7.9796], [-2.3175, -2.6909, -6.6250], [3.4602, 2.2132, -1.9691], [4.7649, 1.6875, -2.2765], [5.6634, 2.6613, -2.7695], [5.2950, 3.1907, -4.1572], [5.4581, 1.9814, -5.0800], [6.2249, 4.2342, -4.5302], [2.8127, 2.4414, -2.8319], [3.6141, 3.1088, -1.3727], [3.0339, 1.4235, -1.3791], [5.8598, 3.3967, -2.0097], [6.6078, 2.1573, -2.8824], [4.2627, 3.4995, -4.0409], [4.9875, 2.0629, -6.0519], [5.0359, 1.1119, -4.5829], [6.5371, 1.8469, -5.2153], [6.1172, 4.4055, -5.5369], [6.2000, 5.1000, -4.0756], [-0.6973, -0.2937, 6.0650], [-0.7066, -1.5453, 6.6947], [0.5134, -2.3055, 6.5392], [0.5934, -3.0661, 5.2476], [-0.1316, -4.3873, 5.2124], [1.9838, -3.2676, 4.9492], [-1.6790, 0.1976, 6.1651], [-0.5134, -0.3384, 4.9807], [0.0408, 0.3705, 6.5148], [1.3108, -1.6269, 6.8078], [0.5520, -3.0244, 7.3820], [0.1841, -2.3896, 4.4862], [-1.0783, -4.3639, 5.7123], [0.4447, -5.2076, 5.6244], [-0.4012, -4.6781, 4.1928], [2.4800, -2.4164, 5.0925], [2.1669, -3.5823, 3.9994], [4.5995, -0.0049, 4.4720], [4.6292, 0.1896, 3.0706], [5.5818, -0.6954, 2.4795], [5.6142, -0.6350, 0.9742], [6.0494, 0.7671, 0.5770], [4.3425, -1.1467, 0.4525], [4.0507, -0.9463, 4.6539], [4.0060, 0.7898, 4.8503], [5.5626, -0.0454, 4.9758], [6.5993, -0.3719, 2.7889], [5.4258, -1.6829, 2.9224], [6.3876, -1.3761, 0.6071], [6.8161, 1.1956, 1.2024], [5.2490, 1.4818, 0.5182], [6.3911, 0.6968, -0.4204], [3.5350, -0.5786, 0.7712], [4.4289, -0.9503, -0.5294], [-6.9938, 1.4928, -3.4276], [-5.7724, 1.0043, -2.9525], [-5.2889, 1.3861, -1.6928], [-3.8103, 0.9742, -1.5249], [-3.5878, -0.5176, -1.6468], [-3.3715, 1.3450, -0.1967], [-7.8306, 1.1640, -2.8021], [-7.1151, 1.0459, -4.3936], [-7.0721, 2.5979, -3.5008], [-5.4526, 2.4889, -1.6054], [-5.8424, 0.9602, -0.8474], [-3.2458, 1.5229, -2.3401], [-4.1472, -0.9682, -0.8193], [-2.5032, -0.7244, -1.5882], [-3.9447, -0.9801, -2.5685], [-3.2428, 2.3625, -0.1609], [-2.4085, 1.1237, -0.1435], [-5.8757, -1.0305, 2.1166], [-5.4364, -1.8178, 3.2439], [-4.5536, -1.1359, 4.1005], [-4.1774, -1.9794, 5.2272], [-3.5723, -3.3050, 4.7428], [-5.3545, -2.3861, 6.1430], [-6.3449, -0.1379, 2.4303], [-6.5586, -1.6765, 1.5361], [-5.0718, -0.7587, 1.4427], [-3.7141, -0.7735, 3.5084], [-4.9518, -0.1929, 4.4514], [-3.4962, -1.4385, 5.8765], [-3.2915, -3.9543, 5.6079], [-2.8105, -3.2499, 3.9559], [-4.4482, -3.8137, 4.3342], [-5.7038, -1.5936, 6.7027], [-6.0879, -2.6267, 5.4807], [-0.7106, 3.9041, -0.1352], [-1.0237, 3.6054, 1.2575], [-2.2274, 4.3399, 1.6855], [-2.7530, 3.8391, 3.0195], [-1.6371, 3.9461, 4.0532], [-3.1763, 2.4506, 2.8695], [0.3007, 3.6137, -0.3481], [-0.8378, 5.0238, -0.2496], [-1.4749, 3.4439, -0.7288], [-2.0015, 5.4076, 1.7335], [-3.0632, 4.2477, 0.9792], [-3.6057, 4.4738, 3.2822], [-2.0400, 3.5775, 5.0017], [-1.1957, 4.9533, 4.1161], [-0.8820, 3.2646, 3.7625], [-3.8426, 2.2095, 2.1743], [-2.4325, 1.8132, 2.6649], [0.4921, -0.2975, -1.9945], [-0.1608, -0.5931, -0.7913], [0.8418, -0.7009, 0.1776], [0.2406, -1.0625, 1.5578], [-0.9719, -0.1940, 1.9264], [1.2370, -0.9968, 2.6356], [-0.2740, -0.3537, -2.7895], [1.1217, -1.1707, -2.2446], [1.0131, 0.6631, -1.9547], [1.4836, -1.4972, -0.1421], [1.3778, 0.2277, 0.3494], [-0.1709, -2.0481, 1.4834], [-1.7621, -0.3061, 1.1915], [-0.7010, 0.8567, 2.0285], [-1.3986, -0.5176, 2.9174], [1.9244, -1.7569, 2.6276], [1.7222, -0.1192, 2.5031], [1.6701, 1.4619, -5.3969], [0.9699, 2.7811, -5.1759], [0.1537, 2.8726, -3.8963], [1.9829, 3.8012, -5.0302], [2.1674, 1.4994, -6.3542], [1.0428, 0.5736, -5.3026], [2.5064, 1.4496, -4.6707], [0.2968, 2.9981, -5.9944], [0.8390, 2.7955, -3.0441], [-0.6492, 2.0780, -3.8546], [-0.3774, 3.7871, -3.9209], [2.3754, 4.0068, -5.8769], [-0.9833, -4.4856, -2.7988], [-2.3677, -4.8098, -2.3054], [-2.6868, -3.9205, -1.1388], [-3.3490, -4.7068, -3.4032], [-0.8367, -3.3854, -2.8206], [-0.8232, -4.8544, -3.8182], [-0.2549, -4.9094, -2.0677], [-2.2708, -5.8641, -1.9943], [-1.7857, -3.9049, -0.4734], [-3.5348, -4.1183, -0.5198], [-2.7034, -2.9215, -1.4743], [-4.2444, -4.6699, -3.0357], [2.0267, 2.9799, 3.5162], [2.1108, 2.9158, 1.9629], [2.6418, 4.2597, 1.4199], [2.9547, 1.8460, 1.4631], [1.3539, 3.7287, 3.9283], [3.0243, 3.3226, 3.7863], [1.9022, 1.9678, 3.9104], [1.1371, 2.6864, 1.5758], [1.7550, 4.8873, 1.2691], [3.0849, 4.0884, 0.4137], [3.3062, 4.7955, 2.0761], [3.7143, 1.7566, 2.0635], [2.2228, -4.8192, -0.3987], [2.6892, -4.7170, 1.1113], [4.0219, -5.5375, 1.2522], [2.8497, -3.3661, 1.4691], [1.4025, -4.1226, -0.5564], [1.8758, -5.8204, -0.4694], [3.1082, -4.6090, -1.0064], [1.9562, -5.1625, 1.7695], [4.4100, -5.6741, 2.2450], [4.7472, -5.1079, 0.5387], [3.7357, -6.5671, 0.9483], [3.6428, -2.9761, 1.0164]], "lowdin_charge": [-0.080, -0.229, -0.204, -0.435, -0.056, 0.047, 0.089, 0.096, 0.093, 0.118, 0.110, 0.115, 0.067, 0.067, 0.058, 0.076, 0.085, -0.068, -0.207, -0.222, -0.438, -0.052, 0.050, 0.053, 0.078, 0.064, 0.119, 0.118, 0.103, 0.067, 0.074, 0.087, 0.083, 0.049, -0.129, -0.188, -0.171, -0.462, -0.052, 0.054, 0.086, 0.061, 0.081, 0.113, 0.137, 0.106, 0.048, 0.078, 0.076, 0.030, 0.059, -0.081, -0.210, -0.209, -0.397, -0.042, 0.069, 0.083, 0.071, 0.095, 0.128, 0.125, 0.160, 0.085, 0.060, 0.057, 0.069, 0.079, -0.116, -0.196, -0.201, -0.428, -0.067, 0.066, 0.087, 0.077, 0.094, 0.131, 0.121, 0.147, 0.081, 0.070, 0.065, 0.055, 0.036, -0.072, -0.185, -0.261, -0.395, -0.062, 0.041, 0.069, 0.097, 0.058, 0.108, 0.120, 0.118, 0.083, 0.079, 0.068, 0.067, 0.053, -0.068, -0.229, -0.195, -0.416, -0.053, 0.067, 0.067, 0.108, 0.058, 0.119, 0.112, 0.140, 0.083, 0.093, 0.034, 0.042, 0.027, -0.099, -0.191, -0.210, -0.379, -0.048, 0.081, 0.070, 0.102, 0.072, 0.099, 0.105, 0.125, 0.055, 0.064, 0.073, 0.047, 0.045, -0.042, -0.470, -0.048, -0.061, 0.077, 0.070, 0.071, 0.125, 0.056, 0.086, 0.067, 0.085, -0.062, -0.470, -0.052, -0.067, 0.075, 0.086, 0.075, 0.133, 0.099, 0.077, 0.030, 0.082, -0.029, -0.431, -0.036, -0.097, 0.072, 0.073, 0.071, 0.089, 0.072, 0.067, 0.070, 0.060, -0.040, -0.462, -0.050, -0.113, 0.055, 0.059, 0.082, 0.123, 0.062, 0.081, 0.082, 0.065], "homo_energy_ev": -8.63, "spin_multiplicity": 1, "smiles": "COC[C@H](C)N.COC[C@H](C)N.COC[C@H](C)N.COC[C@H](C)N.COC[C@H](C)N.COC[C@H](C)N.COC[C@H](C)N.COC[C@H](C)N.CC(C)O.CC(C)O.CC(C)O.CC(C)O", "homo_lumo_gap_ev": 9.15, "lumo_ev": 0.52}



Calculated values (kJ/mol) of relative energy (zero: lowest compared OMol25 entry of this formula, charge and spin) for the records, taken in order: 362.0 257.7.